{"formula": "C20H24ClN3O3S", "method": "ωB97M-V/def2-TZVPD", "elements": ["C", "O", "C", "C", "C", "S", "C", "C", "O", "N", "C", "C", "C", "C", "N", "C", "O", "C", "C", "C", "C", "Cl", "C", "N", "C", "C", "C", "C", "H", "H", "H", "H", "H", "H", "H", "H", "H", "H", "H", "H", "H", "H", "H", "H", "H", "H", "H", "H", "H", "H", "H", "H"], "xyz": [[1.86, -4.12, -4.83], [1.53, -3.34, -3.70], [2.37, -2.21, -3.58], [1.92, -1.38, -2.42], [2.71, -1.01, -1.38], [1.88, -0.04, -0.25], [0.43, -0.12, -1.17], [-0.84, 0.49, -0.69], [-1.76, -0.24, -0.37], [-0.90, 1.85, -0.50], [-2.10, 2.32, 0.18], [-3.25, 2.49, -0.81], [-2.83, 3.41, -1.95], [-1.49, 2.98, -2.57], [-1.13, 3.92, -3.61], [-0.54, 3.53, -4.77], [-0.24, 2.37, -5.01], [-0.24, 4.63, -5.75], [-0.97, 5.81, -5.81], [-0.64, 6.77, -6.75], [0.41, 6.55, -7.62], [0.81, 7.76, -8.80], [1.15, 5.36, -7.60], [2.23, 5.16, -8.44], [0.79, 4.41, -6.64], [-0.41, 2.86, -1.47], [0.99, 2.69, -2.02], [0.59, -0.88, -2.28], [1.17, -4.96, -4.86], [1.75, -3.54, -5.76], [2.89, -4.49, -4.78], [3.42, -2.52, -3.44], [2.32, -1.62, -4.51], [3.75, -1.27, -1.22], [-2.36, 1.60, 0.95], [-1.86, 3.27, 0.66], [-3.52, 1.51, -1.19], [-4.13, 2.90, -0.30], [-3.59, 3.43, -2.73], [-2.72, 4.43, -1.58], [-1.59, 2.00, -3.05], [-1.25, 4.90, -3.44], [-1.82, 5.99, -5.16], [-1.20, 7.69, -6.82], [2.49, 4.20, -8.58], [2.25, 5.73, -9.27], [1.33, 3.47, -6.59], [-0.42, 3.80, -0.91], [1.24, 3.59, -2.59], [1.71, 2.60, -1.21], [1.09, 1.84, -2.69], [-0.20, -1.08, -2.98]], "lumo_ev": 0.589, "spin_multiplicity": 1, "max_force_ev_per_a": 0.142, "total_energy_ha": -2024.92547, "gap_ev": 9.13, "e_homo_ev": -8.54}

***

{"formula": "C20H24CoIN2O2S3", "method": "ωB97M-V/def2-TZVPD", "elements": ["Co", "C", "C", "N", "C", "C", "C", "O", "C", "C", "N", "C", "C", "C", "C", "C", "C", "I", "C", "O", "H", "H", "H", "H", "H", "H", "H", "H", "H", "H", "H", "H", "C", "C", "S", "C", "C", "S", "C", "C", "S", "H", "H", "H", "H", "H", "H", "H", "H", "H", "H", "H", "H"], "xyz": [[0.82, 1.00, 0.86], [-4.23, 0.46, 1.03], [-3.41, -0.42, 0.14], [-3.99, -1.47, -0.31], [-3.25, -2.55, -0.67], [-1.98, -2.73, -0.14], [-1.36, -4.10, -0.13], [-0.10, -4.12, -0.79], [-1.32, -1.61, 0.37], [-0.09, -1.80, 1.05], [0.71, -0.84, 1.35], [2.06, -0.89, 1.75], [2.86, -1.91, 2.23], [4.19, -1.57, 2.46], [4.66, -0.28, 2.21], [3.83, 0.73, 1.72], [2.51, 0.40, 1.49], [0.34, 1.89, 3.14], [-1.90, -0.27, -0.13], [-1.31, 0.90, 0.52], [-5.04, -0.15, 1.42], [-4.66, 1.31, 0.50], [-3.64, 0.84, 1.87], [-3.76, -3.34, -1.22], [-2.05, -4.82, -0.57], [-1.19, -4.44, 0.90], [-0.21, -4.47, -1.68], [0.23, -2.82, 1.26], [2.49, -2.90, 2.44], [4.87, -2.31, 2.85], [5.70, -0.06, 2.41], [4.22, 1.73, 1.56], [1.59, 1.70, -2.24], [2.32, 2.69, -1.36], [1.54, 3.03, 0.25], [0.12, 4.05, -0.18], [-1.07, 3.34, -0.82], [-2.10, 2.37, 0.28], [-1.60, -0.13, -1.65], [-0.20, -0.54, -2.07], [1.26, 0.20, -1.27], [2.22, 1.42, -3.09], [0.66, 2.10, -2.64], [2.47, 3.65, -1.87], [3.30, 2.31, -1.09], [0.50, 4.83, -0.84], [-0.18, 4.51, 0.75], [-0.82, 2.80, -1.73], [-1.79, 4.11, -1.12], [-1.85, 0.89, -1.94], [-2.29, -0.78, -2.20], [-0.06, -0.36, -3.14], [-0.06, -1.61, -1.92]], "lumo_ev": [-3.092, -4.910], "charge": 1, "spin_multiplicity": 2, "max_force_ev_per_a": 0.421, "total_energy_ha": -3911.23928, "gap_ev": [7.53, 5.95], "e_homo_ev": [-10.62, -10.86]}

***

{"formula": "C20H24F2N2O3", "method": "ωB97M-V/def2-TZVPD", "elements": ["C", "N", "C", "C", "C", "C", "C", "C", "C", "C", "C", "O", "C", "C", "C", "C", "O", "C", "C", "F", "C", "C", "C", "C", "F", "O", "N", "H", "H", "H", "H", "H", "H", "H", "H", "H", "H", "H", "H", "H", "H", "H", "H", "H", "H", "H", "H", "H", "H", "H", "H"], "xyz": [[-2.22, 2.29, 0.36], [-2.77, 1.47, -0.69], [-2.99, 2.09, -1.98], [-1.67, 2.42, -2.68], [-0.86, 1.16, -3.00], [0.51, 1.47, -3.60], [1.51, 2.05, -2.58], [2.81, 1.25, -2.74], [2.68, 0.57, -4.10], [1.20, 0.22, -4.16], [-2.95, 0.14, -0.56], [-3.40, -0.58, -1.43], [-2.49, -0.43, 0.74], [-1.32, -1.23, 0.89], [-1.31, -1.52, 2.23], [-0.33, -2.26, 3.08], [0.91, -2.45, 2.43], [1.62, -1.38, 1.97], [1.43, -0.03, 2.24], [0.43, 0.38, 3.06], [2.24, 0.95, 1.69], [3.29, 0.61, 0.86], [3.52, -0.73, 0.58], [2.69, -1.69, 1.12], [2.92, -2.98, 0.83], [-2.38, -0.96, 2.81], [-3.10, -0.29, 1.88], [-2.70, 2.06, 1.32], [-1.14, 2.16, 0.46], [-2.42, 3.34, 0.13], [-3.59, 2.99, -1.85], [-3.55, 1.37, -2.58], [-1.89, 2.95, -3.61], [-1.08, 3.09, -2.05], [-0.73, 0.57, -2.09], [-1.43, 0.55, -3.70], [0.37, 2.19, -4.42], [1.68, 3.11, -2.77], [1.13, 1.95, -1.56], [2.88, 0.49, -1.97], [3.70, 1.89, -2.68], [2.92, 1.27, -4.90], [3.33, -0.30, -4.20], [0.85, -0.03, -5.16], [1.00, -0.63, -3.50], [-0.63, -1.53, 0.13], [-0.21, -1.74, 4.03], [-0.69, -3.27, 3.28], [2.03, 1.98, 1.94], [3.92, 1.37, 0.44], [4.33, -1.03, -0.06]], "lumo_ev": 0.684, "spin_multiplicity": 1, "max_force_ev_per_a": 1.396, "total_energy_ha": -1311.42330, "gap_ev": 9.96, "e_homo_ev": -9.27}

***

{"formula": "C20H24FN3O", "method": "ωB97M-V/def2-TZVPD", "elements": ["C", "C", "C", "O", "N", "C", "C", "C", "C", "C", "C", "C", "N", "C", "C", "N", "C", "C", "C", "C", "F", "C", "C", "C", "C", "H", "H", "H", "H", "H", "H", "H", "H", "H", "H", "H", "H", "H", "H", "H", "H", "H", "H", "H", "H", "H", "H", "H", "H"], "xyz": [[-2.09, -2.51, 1.21], [-0.82, -1.78, 1.66], [-1.28, -0.68, 2.62], [-1.33, -0.83, 3.82], [-1.66, 0.44, 1.98], [-2.27, 1.57, 2.64], [-3.71, 1.73, 2.24], [-4.17, 2.90, 1.65], [-5.50, 3.01, 1.28], [-6.38, 1.96, 1.48], [-5.92, 0.79, 2.07], [-4.59, 0.67, 2.45], [-0.08, -1.18, 0.55], [1.17, -0.61, 1.03], [1.86, 0.19, -0.08], [2.11, -0.69, -1.20], [3.13, -0.41, -2.09], [3.56, -1.39, -2.99], [4.60, -1.17, -3.86], [5.26, 0.04, -3.83], [6.29, 0.26, -4.68], [4.88, 1.04, -2.95], [3.82, 0.81, -2.09], [0.88, -1.29, -1.67], [0.22, -2.08, -0.55], [-2.69, -2.74, 2.09], [-2.67, -1.88, 0.54], [-1.86, -3.45, 0.71], [-0.19, -2.49, 2.23], [-1.58, 0.45, 0.97], [-2.19, 1.37, 3.71], [-1.70, 2.48, 2.41], [-3.50, 3.72, 1.49], [-5.86, 3.93, 0.82], [-7.41, 2.05, 1.19], [-6.60, -0.03, 2.23], [-4.23, -0.23, 2.91], [0.97, 0.05, 1.88], [1.86, -1.40, 1.37], [2.80, 0.58, 0.31], [1.21, 1.04, -0.37], [3.07, -2.36, -3.00], [4.93, -1.94, -4.55], [5.40, 1.98, -2.95], [3.52, 1.61, -1.43], [1.08, -1.94, -2.52], [0.18, -0.50, -2.00], [-0.71, -2.51, -0.93], [0.89, -2.90, -0.23]], "lumo_ev": 0.643, "spin_multiplicity": 1, "max_force_ev_per_a": 0.549, "total_energy_ha": -1115.90792, "gap_ev": 8.56, "e_homo_ev": -7.92}

***

{"formula": "C20H24FN3O4S", "method": "ωB97M-V/def2-TZVPD", "elements": ["C", "O", "C", "C", "C", "C", "N", "C", "O", "C", "N", "C", "C", "C", "N", "S", "O", "O", "C", "C", "C", "C", "F", "C", "C", "C", "C", "C", "C", "H", "H", "H", "H", "H", "H", "H", "H", "H", "H", "H", "H", "H", "H", "H", "H", "H", "H", "H", "H", "H", "H", "H", "H"], "xyz": [[4.68, -4.10, -2.18], [3.71, -3.63, -3.08], [2.53, -3.17, -2.56], [1.60, -2.70, -3.49], [0.37, -2.21, -3.08], [0.05, -2.18, -1.73], [-1.17, -1.68, -1.23], [-2.26, -1.31, -1.95], [-2.36, -1.38, -3.15], [-3.42, -0.79, -1.10], [-3.54, 0.67, -1.05], [-2.96, 1.44, -2.12], [-1.44, 1.69, -2.06], [-0.95, 2.17, -0.69], [-1.14, 1.14, 0.31], [0.18, 0.41, 0.97], [-0.29, -0.83, 1.53], [1.22, 0.38, 0.00], [0.67, 1.48, 2.33], [0.07, 1.33, 3.57], [0.40, 2.21, 4.59], [1.31, 3.22, 4.33], [1.63, 4.07, 5.32], [1.92, 3.37, 3.09], [1.58, 2.49, 2.08], [-2.33, 1.17, 1.11], [-3.60, 1.28, 0.24], [0.98, -2.65, -0.80], [2.20, -3.14, -1.21], [5.53, -4.40, -2.80], [4.33, -4.97, -1.62], [5.01, -3.32, -1.49], [1.86, -2.73, -4.53], [-0.33, -1.85, -3.81], [-1.18, -1.56, -0.23], [-4.34, -1.19, -1.56], [-3.35, -1.18, -0.08], [-3.47, 2.41, -2.12], [-3.19, 0.93, -3.05], [-0.90, 0.77, -2.30], [-1.18, 2.43, -2.81], [0.13, 2.36, -0.75], [-1.46, 3.09, -0.39], [-0.62, 0.52, 3.72], [-0.04, 2.12, 5.57], [2.63, 4.17, 2.94], [2.04, 2.56, 1.11], [-2.33, 0.23, 1.67], [-2.31, 2.00, 1.84], [-3.83, 2.34, 0.08], [-4.44, 0.84, 0.80], [0.74, -2.62, 0.25], [2.90, -3.49, -0.46]], "lumo_ev": 0.450, "spin_multiplicity": 1, "max_force_ev_per_a": 1.011, "total_energy_ha": -1739.78778, "gap_ev": 8.05, "e_homo_ev": -7.60}

***

{"formula": "C20H24IrN4O13P2", "method": "ωB97M-V/def2-TZVPD", "elements": ["Ir", "C", "C", "N", "C", "C", "N", "C", "O", "O", "C", "O", "O", "H", "H", "H", "H", "H", "O", "C", "C", "C", "C", "N", "C", "C", "C", "C", "C", "C", "O", "C", "C", "N", "H", "H", "H", "H", "H", "H", "H", "H", "H", "H", "H", "H", "C", "C", "O", "P", "O", "O", "O", "P", "O", "O", "O", "H", "H", "H", "H", "H", "H", "H"], "xyz": [[0.05, -0.08, 0.04], [1.67, 3.53, 1.14], [0.59, 3.40, 0.14], [0.01, 2.28, -0.27], [-0.94, 2.64, -1.19], [-0.94, 4.00, -1.33], [0.03, 4.45, -0.48], [-1.70, 5.02, -2.13], [-2.64, 4.58, -2.92], [-1.40, 6.17, -2.00], [-1.78, 1.58, -1.87], [-2.63, 1.94, -2.66], [-1.49, 0.40, -1.53], [2.21, 2.60, 1.24], [1.26, 3.81, 2.11], [2.36, 4.32, 0.83], [0.26, 5.44, -0.39], [-2.76, 3.58, -2.92], [0.10, 0.86, 7.09], [1.29, 0.67, 6.38], [0.99, 0.52, 4.92], [-0.32, 0.51, 4.45], [-0.53, 0.42, 3.09], [0.46, 0.33, 2.22], [1.73, 0.29, 2.64], [2.03, 0.39, 4.00], [2.75, 0.14, 1.59], [4.10, -0.09, 1.85], [4.99, -0.25, 0.80], [6.44, -0.51, 1.10], [6.83, -0.03, 2.36], [4.50, -0.16, -0.50], [3.16, 0.11, -0.69], [2.32, 0.25, 0.32], [0.28, 1.02, 8.02], [1.82, -0.23, 6.73], [1.98, 1.52, 6.51], [-1.14, 0.59, 5.15], [-1.53, 0.42, 2.67], [3.05, 0.39, 4.35], [4.48, -0.17, 2.85], [7.07, -0.12, 0.29], [6.59, -1.60, 1.13], [6.97, 0.92, 2.32], [5.15, -0.29, -1.36], [2.74, 0.20, -1.68], [-1.39, -3.19, -2.10], [-1.02, -3.50, -0.67], [-1.14, -4.85, -0.31], [-2.11, -2.65, 0.54], [-3.60, -2.92, 0.05], [-2.03, -3.48, 1.87], [-1.85, -1.21, 0.80], [0.74, -2.97, -0.37], [0.70, -2.47, 1.19], [1.63, -4.13, -0.54], [1.01, -1.71, -1.16], [-2.30, -3.72, -2.38], [-0.58, -3.51, -2.76], [-1.53, -2.11, -2.22], [-0.40, -5.34, -0.73], [-3.92, -2.35, -0.65], [-2.35, -4.38, 1.76], [0.84, -3.21, 1.80]], "lumo_ev": [-4.616, -4.744], "charge": 1, "spin_multiplicity": 1, "max_force_ev_per_a": 3.973, "total_energy_ha": -2760.73958, "gap_ev": [7.55, 7.43], "e_homo_ev": [-12.17, -12.17]}

***

{"formula": "C20H24LuN6O5", "method": "ωB97M-V/def2-TZVPD", "elements": ["Lu", "O", "C", "C", "C", "C", "C", "C", "C", "O", "N", "N", "C", "C", "C", "C", "C", "C", "C", "O", "H", "H", "H", "H", "H", "H", "H", "H", "H", "H", "N", "C", "C", "C", "C", "N", "C", "N", "N", "C", "O", "O", "H", "H", "H", "H", "H", "H", "H", "H", "H", "H", "H", "H", "H", "H"], "xyz": [[2.14, -0.73, 0.22], [-1.02, 0.23, 4.38], [-1.95, -0.46, 3.75], [-3.29, -0.53, 4.18], [-4.19, -1.12, 3.29], [-3.79, -1.80, 2.12], [-2.49, -1.81, 1.63], [-1.55, -1.16, 2.46], [-0.18, -1.03, 2.02], [0.14, -1.40, 0.78], [0.72, -0.56, 2.82], [2.01, -0.71, 2.38], [2.92, -0.01, 3.07], [4.29, -0.16, 2.84], [5.18, 0.39, 3.90], [6.53, 0.32, 3.83], [7.07, -0.27, 2.70], [6.30, -0.77, 1.70], [4.91, -0.74, 1.69], [4.16, -1.18, 0.68], [-0.10, 0.14, 3.78], [-3.67, -0.02, 5.09], [-5.25, -1.08, 3.55], [-4.59, -2.35, 1.66], [-2.27, -2.23, 0.64], [2.69, 0.50, 3.98], [4.61, 0.94, 4.65], [7.14, 0.76, 4.61], [8.15, -0.41, 2.67], [6.67, -1.25, 0.81], [1.00, -0.39, -1.76], [0.28, 0.92, -1.71], [-0.17, 1.23, -3.14], [-1.56, 1.80, -3.18], [-2.18, 1.54, -4.57], [-2.74, 0.21, -4.71], [-3.92, -0.13, -4.20], [-4.36, -1.37, -4.38], [-4.59, 0.73, -3.41], [1.21, 1.92, -0.93], [0.95, 3.12, -0.93], [2.02, 1.31, -0.11], [1.55, -0.48, -2.66], [0.35, -1.20, -1.71], [-0.57, 0.74, -1.08], [-0.06, 0.33, -3.85], [0.50, 2.02, -3.55], [-1.63, 2.86, -2.89], [-2.20, 1.32, -2.42], [-1.44, 1.62, -5.35], [-2.95, 2.29, -4.84], [-2.33, -0.34, -5.50], [-3.77, -2.00, -4.88], [-5.31, -1.63, -4.11], [-4.17, 1.63, -3.31], [-5.25, 0.41, -2.72]], "lumo_ev": -3.255, "charge": 1, "spin_multiplicity": 1, "max_force_ev_per_a": 3.375, "total_energy_ha": -2716.72213, "gap_ev": 6.23, "e_homo_ev": -9.49}

***

{"formula": "C20H24N2O2S", "method": "ωB97M-V/def2-TZVPD", "elements": ["O", "C", "N", "C", "C", "N", "C", "C", "O", "C", "C", "C", "S", "C", "C", "C", "C", "C", "C", "C", "C", "C", "C", "C", "C", "H", "H", "H", "H", "H", "H", "H", "H", "H", "H", "H", "H", "H", "H", "H", "H", "H", "H", "H", "H", "H", "H", "H", "H"], "xyz": [[-1.26, -0.42, -2.64], [-0.58, -0.45, -1.64], [0.62, 0.12, -1.51], [1.23, 1.00, -2.47], [1.76, 2.22, -1.71], [2.48, 1.78, -0.53], [2.47, 2.73, 0.57], [3.08, 2.06, 1.80], [4.40, 1.62, 1.55], [4.43, 0.73, 0.46], [3.84, 1.36, -0.80], [-1.04, -1.17, -0.36], [-1.40, 0.10, 0.93], [-3.10, 0.50, 0.65], [-3.70, 0.42, -0.60], [-5.04, 0.76, -0.73], [-5.77, 1.19, 0.37], [-5.15, 1.29, 1.60], [-3.83, 0.94, 1.75], [0.01, -2.14, 0.09], [0.99, -1.79, 1.01], [1.98, -2.69, 1.36], [2.01, -3.95, 0.78], [1.04, -4.30, -0.14], [0.04, -3.41, -0.48], [1.09, 0.12, -0.61], [0.48, 1.28, -3.21], [2.05, 0.48, -2.99], [0.91, 2.82, -1.38], [2.38, 2.84, -2.38], [1.44, 3.01, 0.79], [3.05, 3.64, 0.32], [3.15, 2.76, 2.63], [2.46, 1.20, 2.09], [5.47, 0.46, 0.31], [3.85, -0.18, 0.71], [3.85, 0.63, -1.61], [4.47, 2.22, -1.10], [-1.98, -1.69, -0.56], [-3.15, 0.10, -1.47], [-5.51, 0.69, -1.70], [-6.81, 1.46, 0.25], [-5.71, 1.63, 2.46], [-3.34, 1.00, 2.71], [0.96, -0.82, 1.49], [2.73, -2.41, 2.08], [2.79, -4.65, 1.05], [1.05, -5.29, -0.59], [-0.72, -3.69, -1.20]], "lumo_ev": 0.692, "spin_multiplicity": 1, "max_force_ev_per_a": 0.631, "total_energy_ha": -1434.70094, "gap_ev": 8.92, "e_homo_ev": -8.22}

***

{"formula": "C20H24N2O3", "method": "ωB97M-V/def2-TZVPD", "elements": ["O", "C", "C", "C", "N", "C", "C", "C", "C", "C", "O", "C", "C", "C", "C", "N", "C", "C", "O", "C", "C", "C", "C", "C", "C", "H", "H", "H", "H", "H", "H", "H", "H", "H", "H", "H", "H", "H", "H", "H", "H", "H", "H", "H", "H", "H", "H", "H", "H"], "xyz": [[-2.51, -1.81, 1.83], [-2.21, -1.85, 0.64], [-1.99, -3.17, -0.07], [-0.71, -3.33, -0.92], [0.24, -2.24, -0.89], [0.84, -2.02, 0.42], [2.09, -1.19, 0.34], [2.50, -0.46, 1.45], [3.65, 0.31, 1.42], [4.42, 0.36, 0.26], [5.54, 1.13, 0.25], [4.02, -0.38, -0.85], [2.87, -1.15, -0.80], [-0.21, -1.06, -1.61], [-1.71, -0.76, -1.49], [-2.13, -0.72, -0.11], [-2.47, 0.56, 0.50], [-3.93, 0.90, 0.15], [-4.35, 2.14, 0.66], [-1.46, 1.61, 0.12], [-0.21, 1.58, 0.74], [0.78, 2.47, 0.39], [0.54, 3.43, -0.58], [-0.70, 3.49, -1.18], [-1.70, 2.59, -0.84], [-2.88, -3.34, -0.69], [-2.01, -3.93, 0.72], [-0.98, -3.47, -1.97], [-0.18, -4.23, -0.60], [0.15, -1.57, 1.15], [1.11, -3.01, 0.80], [1.92, -0.49, 2.36], [3.98, 0.87, 2.28], [5.98, 1.06, -0.61], [4.62, -0.36, -1.76], [2.57, -1.73, -1.66], [0.02, -1.20, -2.67], [0.36, -0.20, -1.24], [-1.92, 0.21, -1.94], [-2.29, -1.52, -2.03], [-2.42, 0.39, 1.58], [-4.57, 0.09, 0.52], [-4.07, 0.97, -0.93], [-4.25, 2.13, 1.62], [-0.02, 0.84, 1.51], [1.75, 2.42, 0.87], [1.31, 4.13, -0.85], [-0.90, 4.24, -1.93], [-2.66, 2.66, -1.32]], "lumo_ev": 0.711, "spin_multiplicity": 1, "max_force_ev_per_a": 0.500, "total_energy_ha": -1111.75536, "gap_ev": 9.03, "e_homo_ev": -8.32}